1.
Density functional theory data (ωB97M-V/def2-TZVPD) for C25H36N4O2 in the gas phase.

```
67
Properties=species:S:1:pos:R:3:forces:R:3:lowdin_charge:R:1
C -1.2931 0.0405 2.3614 0.00 0.13 0.11 -0.04
C -0.4677 -1.1399 2.7567 -0.01 -0.11 -0.13 -0.21
C -0.0733 -1.3063 4.0773 0.05 -0.03 0.02 -0.04
C 0.6747 -2.3985 4.4801 0.04 -0.05 0.01 -0.08
C 1.0408 -3.3637 3.5563 0.04 -0.05 0.08 -0.09
C 0.6639 -3.2203 2.2369 -0.04 0.08 -0.05 -0.02
C -0.0811 -2.1143 1.8235 0.19 -0.35 0.42 -0.11
C -0.4103 -2.0034 0.4173 -0.29 0.70 -0.59 -0.28
N -0.7634 -0.9359 -0.2410 0.11 -0.15 0.69 0.19
C -0.9002 -1.3259 -1.5439 0.14 -1.16 -0.29 -0.21
C -1.2254 -0.3689 -2.6440 0.07 -0.03 -0.09 -0.13
N -1.7160 0.8904 -2.1330 -0.12 -0.23 -0.17 -0.21
C -3.0365 0.8096 -1.5385 -0.20 -0.04 0.22 -0.17
C -3.2581 2.0239 -0.6295 -0.08 -0.12 -0.12 -0.11
C -2.6228 3.2960 -1.2136 -0.01 0.21 -0.03 -0.21
C -1.2679 3.6688 -0.6027 -0.50 -0.12 0.02 -0.47
O -0.9849 4.8328 -0.3820 0.06 0.46 -0.04 0.05
N -0.4555 2.6371 -0.3220 0.38 -0.31 0.15 0.08
C 0.8784 2.8347 0.1956 0.27 0.27 0.00 -0.17
C 1.9611 2.3811 -0.7871 -0.23 -0.14 0.13 -0.14
C 2.0267 0.8616 -0.9818 0.19 0.25 -0.16 -0.20
N 3.0421 0.2350 -0.1573 0.07 -0.12 -0.05 -0.16
C 3.2591 -1.1610 -0.4861 0.13 -0.12 -0.06 -0.20
C 4.1464 -1.6577 0.6503 -0.06 -0.02 -0.12 -0.16
C 3.6587 -0.8552 1.8661 -0.01 0.05 0.04 -0.14
C 2.7702 0.2477 1.2717 -0.01 0.15 0.17 -0.18
C -2.4923 3.1596 -2.7343 0.04 -0.02 0.06 -0.12
C -1.6425 1.9485 -3.1311 0.07 0.10 -0.23 -0.18
C -0.6233 -2.6623 -1.6264 -0.36 0.93 -0.49 -0.24
C -0.5983 -3.6212 -2.7576 0.17 0.03 0.28 0.01
O -0.3072 -3.0921 -0.3785 0.12 -0.20 0.28 0.11
H -1.5802 0.6186 3.2362 -0.02 0.02 0.08 0.08
H -0.7398 0.6791 1.6768 -0.06 0.13 -0.05 0.05
H -2.1887 -0.2848 1.8356 -0.09 0.08 -0.06 0.08
H -0.3610 -0.5622 4.8060 -0.05 0.08 0.04 0.11
H 0.9698 -2.4977 5.5141 0.02 0.00 0.09 0.10
H 1.6218 -4.2206 3.8628 0.05 -0.07 0.02 0.10
H 0.9509 -3.9603 1.5050 0.03 -0.06 -0.04 0.12
H -0.3051 -0.1656 -3.2049 -0.10 0.03 -0.05 0.13
H -1.9370 -0.8485 -3.3448 0.09 0.13 -0.01 0.13
H -3.8201 0.7565 -2.3142 0.04 -0.05 0.01 0.13
H -3.0937 -0.1051 -0.9465 -0.06 0.02 -0.07 0.11
H -2.8341 1.8267 0.3550 -0.05 -0.05 0.04 0.10
H -4.3319 2.1740 -0.5037 0.00 0.01 0.04 0.12
H -3.2683 4.1560 -1.0091 0.19 -0.09 0.03 0.14
H -0.7204 1.7164 -0.6666 -0.05 0.06 0.01 0.09
H 0.9806 2.2997 1.1444 0.02 0.07 0.01 0.10
H 0.9789 3.9069 0.3854 0.00 -0.18 0.08 0.12
H 2.9343 2.7262 -0.4372 0.08 0.03 -0.04 0.11
H 1.7635 2.8611 -1.7473 0.02 0.08 -0.01 0.11
H 1.0347 0.4198 -0.7941 0.10 -0.02 -0.05 0.09
H 2.3014 0.6455 -2.0188 -0.09 -0.02 0.00 0.12
H 2.3109 -1.7286 -0.5083 -0.05 -0.02 -0.02 0.11
H 3.7348 -1.2471 -1.4654 -0.07 -0.05 -0.03 0.12
H 5.1864 -1.4194 0.4312 0.03 -0.04 -0.02 0.10
H 4.0600 -2.7327 0.7982 0.05 -0.06 -0.01 0.10
H 4.4981 -0.4339 2.4165 0.00 -0.01 0.06 0.10
H 3.0833 -1.4781 2.5504 0.01 0.03 0.04 0.09
H 1.7109 0.0223 1.4759 -0.01 0.07 -0.01 0.10
H 3.0057 1.2301 1.6836 -0.14 0.02 0.08 0.12
H -2.0496 4.0659 -3.1488 -0.06 0.00 -0.05 0.12
H -3.4962 3.0605 -3.1537 0.02 0.03 -0.02 0.12
H -1.9790 1.5870 -4.1193 0.07 0.00 0.07 0.12
H -0.5905 2.2380 -3.2236 -0.04 -0.01 -0.07 0.12
H -0.8388 -4.6195 -2.3996 -0.06 -0.08 -0.08 0.09
H -1.3191 -3.3215 -3.5143 -0.04 -0.02 -0.05 0.08
H 0.3910 -3.6497 -3.2159 0.02 -0.07 -0.07 0.09
```
Forces are in eV/Å.

Values from the calculation:
Energy relative to the best compared isomer or geometry (same formula, charge and spin), kcal/mol: 35.7

2.
Density functional theory data (ωB97M-V/def2-TZVPD) for a molecular structure, C19H45BO2RuS2Si4.

```
74
Properties=species:S:1:pos:R:3:forces:R:3:lowdin_charge:R:1
Ru 0.2058 0.6622 -0.4366 0.17 -0.04 0.27 0.43
C -3.5223 -2.0790 0.6785 0.01 -0.03 0.00 -0.12
C -2.2355 -1.3056 0.6316 0.04 0.04 0.00 -0.74
S -1.8001 -0.6106 -0.8531 -0.04 -0.06 0.00 0.66
C -1.4292 -1.1873 1.7677 0.00 0.04 -0.06 -0.74
C -1.7918 -1.8733 3.0543 0.02 0.00 0.02 -0.12
S 0.0220 -0.3250 1.7248 0.00 -0.05 -0.05 0.76
H -4.0445 -2.0130 -0.2725 0.00 0.00 0.00 0.06
H -4.1815 -1.7062 1.4650 0.00 0.02 -0.01 0.08
H -3.3252 -3.1332 0.8907 -0.01 0.01 0.02 0.09
H -2.8665 -1.8580 3.2337 0.00 0.02 0.00 0.07
H -1.2882 -1.4013 3.8953 0.01 -0.01 0.00 0.07
H -1.4778 -2.9204 3.0237 -0.02 0.00 -0.01 0.09
C 4.8432 1.9756 1.9096 -0.01 0.00 0.01 -0.01
C 4.3809 1.2880 0.6378 -0.03 0.01 -0.02 -0.46
C 5.2640 1.7166 -0.5240 0.00 0.00 -0.01 -0.01
O 3.0254 1.7344 0.3511 0.07 -0.08 0.08 0.04
B 2.2839 0.6463 -0.0580 -0.20 0.09 -0.05 -0.81
O 3.0155 -0.5176 -0.0235 0.01 -0.04 -0.02 0.06
C 4.2106 -0.2602 0.7572 0.01 -0.01 0.03 -0.47
C 3.9047 -0.7215 2.1770 -0.01 0.00 0.00 -0.01
C 5.3528 -1.0697 0.1760 0.01 0.00 -0.01 0.00
H 4.9210 3.0485 1.7309 0.00 0.00 0.00 0.09
H 5.8277 1.6093 2.2081 0.00 0.00 0.00 0.10
H 4.1453 1.8152 2.7291 0.00 0.00 -0.01 0.09
H 5.1860 2.7969 -0.6453 0.00 0.01 0.00 0.09
H 4.9575 1.2464 -1.4565 -0.03 -0.01 -0.03 0.07
H 6.3089 1.4674 -0.3326 -0.01 -0.01 0.00 0.10
H 3.0691 -0.1632 2.6019 0.00 0.00 0.00 0.08
H 4.7709 -0.6105 2.8307 0.00 0.00 -0.01 0.09
H 3.6219 -1.7739 2.1468 0.00 0.01 0.00 0.10
H 5.4828 -0.8698 -0.8860 0.00 0.00 0.00 0.08
H 5.1441 -2.1323 0.3011 0.00 0.00 0.00 0.09
H 6.2869 -0.8416 0.6941 -0.01 -0.01 0.00 0.10
C -2.2548 -0.5050 -4.7206 0.02 -0.02 0.02 -0.24
Si -1.6551 1.1823 -4.1443 -0.02 0.05 0.01 0.27
C -3.0497 2.0240 -3.1963 -0.01 0.02 -0.06 -0.23
C -1.3596 2.2330 -5.6794 -0.03 0.00 0.01 -0.23
Si 0.2787 0.9474 -2.8281 -0.06 -0.02 -0.20 0.46
Si 2.3004 1.6883 -3.7474 0.05 -0.06 -0.03 0.31
C 3.0404 3.2030 -2.9136 0.00 -0.02 -0.03 -0.22
C 2.1615 2.0740 -5.5841 0.04 0.01 0.00 -0.23
C 3.4693 0.2156 -3.5793 -0.02 0.03 0.03 -0.23
Si -0.4295 2.8928 0.1370 0.03 0.09 0.05 0.41
C -2.2487 2.7719 0.5866 0.00 0.03 -0.02 -0.21
C -0.1745 4.2140 -1.1666 -0.03 0.01 0.01 -0.21
C 0.5730 3.3386 1.6616 -0.08 0.08 0.00 -0.21
H -3.1603 -0.4033 -5.3256 0.00 0.01 0.00 0.03
H -2.4781 -1.1584 -3.8750 0.00 0.02 -0.01 0.00
H -1.4926 -0.9949 -5.3306 -0.01 -0.01 0.01 0.02
H -3.9539 2.0176 -3.8132 0.01 0.01 0.00 0.03
H -2.8033 3.0671 -2.9848 0.00 -0.01 0.03 0.02
H -3.2853 1.5254 -2.2567 0.02 -0.04 0.01 -0.02
H -2.3106 2.3378 -6.2113 0.02 0.01 -0.01 0.03
H -0.6403 1.7858 -6.3661 0.00 -0.01 0.02 0.01
H -1.0083 3.2352 -5.4243 0.00 -0.02 0.00 0.03
H 2.4787 4.1007 -3.1801 -0.02 -0.01 0.01 0.02
H 4.0680 3.3364 -3.2668 0.00 0.01 0.04 0.04
H 3.0569 3.1104 -1.8270 -0.01 0.00 -0.01 0.00
H 1.5184 2.9324 -5.7820 0.00 -0.01 0.01 0.02
H 1.7816 1.2235 -6.1535 0.00 0.01 0.02 0.03
H 3.1615 2.3087 -5.9629 -0.02 -0.01 -0.02 0.03
H 3.4277 -0.2232 -2.5798 0.03 0.02 -0.01 0.00
H 4.5047 0.4910 -3.8015 0.00 0.01 -0.02 0.03
H 3.1689 -0.5645 -4.2833 0.00 0.01 0.00 0.03
H -2.8667 2.5559 -0.2845 0.00 -0.01 0.00 0.00
H -2.5741 3.7304 1.0049 0.01 -0.01 0.00 0.04
H -2.4184 1.9949 1.3340 0.01 0.00 0.00 0.02
H -0.7552 4.0076 -2.0672 0.01 0.00 0.00 0.01
H 0.8761 4.2872 -1.4463 0.02 0.00 0.00 0.01
H -0.4909 5.1842 -0.7688 0.00 -0.02 0.00 0.04
H 0.4700 2.5924 2.4508 0.00 -0.01 -0.02 0.01
H 0.2116 4.2972 2.0503 0.00 -0.01 -0.02 0.04
H 1.6286 3.4351 1.4119 0.01 -0.01 0.01 0.02
```
Forces are in eV/Å.

Values from the calculation:
Multiplicity: 5
Energy relative to the best compared isomer or geometry (same formula, charge and spin), kcal/mol: 0.0

3.
Density functional theory data (ωB97M-V/def2-TZVPD) for a molecular structure, C8H6Cl2MoNO3STe4.

```
26
Properties=species:S:1:pos:R:3:forces:R:3:lowdin_charge:R:1
Mo 1.5265 -1.3324 -1.1089 0.02 -0.09 0.15 0.30
Te 3.0734 -0.5694 0.6706 -0.07 -0.04 -0.08 0.36
Te 2.7227 -1.7044 3.1080 0.03 0.03 0.00 0.12
Te 0.9602 -3.6374 2.6061 -0.02 -0.03 -0.01 0.11
Te 0.5137 -3.3368 -0.0630 0.03 0.10 -0.04 0.35
O -2.2632 3.6848 -1.7161 0.01 -0.01 0.00 -0.25
S -2.6096 2.3099 -1.5876 -0.03 0.03 -0.01 0.68
O -3.8101 1.7863 -2.1459 0.01 -0.01 0.00 -0.25
N -1.3161 1.3844 -2.1599 0.01 -0.01 -0.01 0.06
C -0.8077 0.7489 -1.1932 0.00 0.00 0.05 -0.42
O 0.2459 -0.0621 -1.4020 -0.02 0.03 -0.05 -0.32
C -1.3713 0.8993 0.1674 0.00 0.01 -0.02 -0.14
C -1.0051 0.3249 1.3713 0.01 0.00 -0.01 -0.02
C -1.7376 0.6667 2.5019 0.00 -0.01 0.03 -0.04
C -2.8034 1.5565 2.4240 0.00 0.01 -0.02 -0.04
C -3.1705 2.1333 1.2110 0.01 -0.01 0.01 0.00
C -2.4344 1.7838 0.1017 -0.01 0.01 0.00 -0.20
H -0.1764 -0.3697 1.4420 -0.01 0.00 0.01 0.04
H -1.4749 0.2339 3.4580 0.00 0.00 0.00 0.11
H -3.3564 1.8046 3.3196 0.00 0.00 0.00 0.12
H -3.9982 2.8257 1.1434 0.00 0.00 0.00 0.13
Cl 5.6175 -0.8979 -2.0308 0.02 0.00 0.00 0.59
C 4.7666 -2.3582 -2.3970 -0.01 0.02 0.00 -0.90
Cl 3.0373 -2.0156 -2.9401 0.01 -0.03 0.02 0.53
H 4.6724 -2.9964 -1.5268 0.00 0.00 0.00 0.04
H 5.1986 -2.8628 -3.2538 0.00 0.01 0.00 0.05
```
Forces are in eV/Å.

Values from the calculation:
Energy relative to the best compared isomer or geometry (same formula, charge and spin), kcal/mol: 0.0
Net charge: +1

4.
Density functional theory data (ωB97M-V/def2-TZVPD) for 2 unconnected molecules or ions with the total composition C2H5F2PS2.

```
12
Properties=species:S:1:pos:R:3:forces:R:3:lowdin_charge:R:1
C 0.9359 -1.5192 -0.6679 0.05 0.08 0.06 -0.19
C 0.6325 -0.9653 0.7142 -0.18 -0.17 -0.29 -0.69
F -2.8087 2.0701 -0.1399 1.21 -0.31 0.91 -0.31
F -0.7357 1.7546 -1.2114 0.02 -0.12 1.55 -0.31
P -1.2494 2.0939 0.2946 -1.35 0.24 -2.44 0.30
S -0.7577 3.9699 0.6847 -0.10 -2.10 0.34 0.23
S -1.1451 -0.9309 1.0481 0.13 2.54 -0.22 0.65
H 0.3521 -0.9965 -1.4219 0.00 0.02 -0.06 0.06
H 1.9915 -1.3884 -0.8950 0.13 -0.06 -0.05 0.07
H 0.6962 -2.5792 -0.7139 -0.01 -0.05 -0.07 0.07
H 0.9927 0.0596 0.8130 0.07 -0.16 0.16 0.05
H 1.0957 -1.5684 1.4955 0.03 0.09 0.11 0.06
```
Forces are in eV/Å.

Values from the calculation:
Energy relative to the best compared isomer or geometry (same formula, charge and spin), kcal/mol: 53.7

5.
Density functional theory data (ωB97M-V/def2-TZVPD) for 2 unconnected molecules or ions with the total composition C4H12.

```
16
Properties=species:S:1:pos:R:3:forces:R:3:lowdin_charge:R:1
C 0.9034 0.9397 0.9546 0.60 -0.04 0.41 -0.18
C 1.8658 2.1332 0.7587 -0.06 -0.51 0.40 -0.14
H -0.0191 1.0960 0.3968 -0.13 -0.04 0.04 0.05
H 1.4217 0.0352 0.6223 -0.20 -0.08 -0.20 0.05
H 0.6799 0.7806 2.0131 -0.14 0.08 -0.13 0.07
H 2.8980 1.8262 0.9348 -0.05 -0.08 -0.25 0.07
H 1.6852 2.8918 1.5191 -0.29 0.26 -0.34 0.07
H 1.7499 2.4994 -0.2571 0.23 0.36 0.10 0.07
C -0.7490 -1.7647 -0.5984 -0.98 -1.29 -1.12 -0.05
C -1.9816 -1.2308 -1.1682 0.84 0.35 1.56 0.01
H -0.6895 -2.8524 -0.5235 -0.20 0.03 -0.26 0.11
H 0.1200 -1.3788 -1.1668 0.37 0.52 0.78 0.15
H -0.6591 -1.4425 0.4866 0.51 0.78 -0.07 0.18
H -2.0332 -0.1498 -1.1510 -0.08 0.11 -0.41 0.11
H -2.9484 -1.6303 -0.6775 0.01 -0.17 -0.56 0.21
H -2.2439 -1.7527 -2.1432 -0.42 -0.30 0.05 0.21
```
Forces are in eV/Å.

Values from the calculation:
Multiplicity: 2
Energy relative to the best compared isomer or geometry (same formula, charge and spin), kcal/mol: 13.4
Net charge: +1